(1)
DFT (wB97M-V/def2-TZVPD) results for a cluster of 2 separate species, C3H13N3 in total.

Structure (ORCA input):
```
! wB97M-V def2-TZVPD RIJCOSX def2/J DEFGRID3
* xyz 0 1
C -2.18000 0.69481 -0.74507
N -0.99021 0.50796 -1.58804
C -0.15337 1.66657 -1.60579
H -2.93599 -0.04927 -1.00446
H -1.93829 0.39852 0.27206
H -2.54934 1.72228 -0.72991
H -1.23533 0.08876 -2.46997
H -0.63830 2.63060 -1.77060
H 0.65270 1.39646 -2.34332
H 0.57496 1.73862 -0.79022
N 1.71866 -0.29609 2.21155
C 1.15126 -1.48869 1.56705
N 0.47845 -1.24452 0.29223
H 2.54047 0.09284 1.78355
H 0.87412 0.25137 2.32028
H 1.95923 -2.20662 1.42524
H 0.37333 -1.87782 2.23242
H 0.51422 -0.51346 -0.40402
H 0.29070 -2.07095 -0.25787
*
```

As for the LUMO energy: 0.0383 Eh. Its structure (SMILES) is CNC.NCN. The maximum force comes out at 3.054 eV/Å. The energy comes out at -7790.58900 eV. The value obtained for the HOMO energy is -8.34 eV. The energy above the lowest of the compared OMol25 structures with the same formula, charge and spin is 1.435 eV.

***

(2)
DFT (wB97M-V/def2-TZVPD) results for a cluster of 5 separate species, C17H34Cl8N2O5PS in total.

Structure (ORCA input):
```
! wB97M-V def2-TZVPD RIJCOSX def2/J DEFGRID3
* xyz -1 1
C 1.51619 -2.91922 0.74870
C 1.98892 -2.09376 -0.44218
O 1.44496 -0.76105 -0.30722
P 1.90143 0.40608 -1.27084
O 3.05358 0.08121 -2.15604
C 0.46236 0.95187 -2.13840
C -0.78083 1.03353 -1.22756
C -1.82474 -0.07750 -1.50152
C -2.94259 0.02813 -0.45140
C -2.51667 -0.11360 1.01580
C -2.89329 1.01998 1.96796
S -2.62118 2.70894 1.35025
N -2.36812 0.21970 -2.84279
C -3.04281 -0.89258 -3.50250
C -2.18125 -1.53444 -4.57256
N -1.58278 -0.89372 -5.48145
C -1.22879 -1.53762 -1.47440
O -0.41722 -1.79649 -2.36377
O -1.67386 -2.29214 -0.57329
O 2.28071 1.61711 -0.29105
C 2.47936 1.41560 1.10918
C 1.18522 1.45200 1.90237
H 1.12972 -2.26227 1.52745
H 0.72562 -3.60201 0.44464
H 2.34247 -3.50082 1.16473
H 3.07651 -2.05524 -0.51062
H 1.58456 -2.50704 -1.36496
H 0.73163 1.94640 -2.50530
H 0.30730 0.28269 -2.98015
H -1.28841 1.97801 -1.43852
H -0.47317 1.01777 -0.18527
H -3.48415 0.97105 -0.61074
H -3.65508 -0.77144 -0.66583
H -1.44358 -0.29540 1.07960
H -2.97262 -1.01480 1.42157
H -3.92389 0.93580 2.31711
H -2.26995 0.92715 2.85908
H -1.80683 3.12899 2.31882
H -2.98995 1.01413 -2.76568
H -3.43706 -1.64160 -2.80900
H -3.90728 -0.48523 -4.03985
H -2.06379 -2.61613 -4.56215
H -1.73690 0.10742 -5.33553
H 3.12025 2.23310 1.44080
H 2.99955 0.47844 1.30356
H 1.40060 1.56089 2.96689
H 0.62751 0.52507 1.76234
H 0.56982 2.29005 1.56956
C 5.10864 -0.45766 -2.89081
Cl 5.66138 -1.48870 -4.22987
Cl 6.37880 -0.25661 -1.66324
H 4.85855 0.51773 -3.28161
H 4.24052 -0.89823 -2.42558
C 5.82681 -0.61372 2.84178
Cl 5.06407 0.97813 2.95631
Cl 4.63427 -1.87443 2.49929
H 6.54164 -0.57618 2.02837
H 6.31431 -0.85381 3.77841
C -4.21402 -4.04608 2.67424
Cl -3.93613 -2.41473 3.28110
Cl -5.68648 -4.77893 3.34025
H -4.31112 -3.99374 1.59678
H -3.36981 -4.66302 2.95359
C -1.19511 6.23892 3.27864
Cl -2.90903 6.64409 3.15053
Cl -0.92742 4.67452 4.05805
H -0.77547 6.19523 2.28088
H -0.70583 7.00018 3.87302
*
```

As for the LUMO energy: 0.0736 Eh. The maximum force comes out at 3.304 eV/Å. The energy comes out at -151705.26105 eV. The value obtained for the HOMO energy is -5.38 eV.

***

(3)
DFT (wB97M-V/def2-TZVPD) results for an isolated molecule of C4H4O2.

Structure (ORCA input):
```
! wB97M-V def2-TZVPD RIJCOSX def2/J DEFGRID3
* xyz 0 1
C -0.46377 0.68745 0.14660
C -1.05325 -0.72563 -0.01635
C 1.01348 0.69070 0.10090
C 1.89578 -0.30707 -0.63312
O -1.08892 1.74227 0.06572
O 1.61812 -0.53060 0.56546
H -0.58927 -1.47807 0.49780
H -2.14394 -0.67819 -0.11480
H 1.55280 1.49332 0.40312
H -0.74102 -0.89419 -1.01533
*
```

As for the LUMO energy: 0.0042 Eh. The maximum force comes out at 3.874 eV/Å. The energy comes out at -8303.62185 eV. The value obtained for the HOMO energy is -10.31 eV. The energy above the lowest of the compared OMol25 structures with the same formula, charge and spin is 3.455 eV.

***

(4)
DFT (wB97M-V/def2-TZVPD) results for a structure of composition C40H47F3GeIIrN5O2P2.

Structure (ORCA input):
```
! wB97M-V def2-TZVPD RIJCOSX def2/J DEFGRID3
* xyz 1 1
Ir 0.25943 -0.36813 0.01502
O -0.47859 1.28204 1.29552
P -1.19944 2.60056 1.40153
C -2.32472 2.86829 0.00849
P -1.51161 2.55635 -1.60028
O -0.83203 1.22791 -1.53314
C -2.81768 2.60629 -2.82395
C -2.91129 3.60633 -3.78773
C -3.93367 3.56879 -4.72693
C -4.85702 2.53546 -4.70499
C -4.76222 1.52840 -3.75071
C -3.74417 1.55994 -2.81442
C -0.47960 4.00106 -1.86349
C -0.95558 5.28791 -1.59379
C -0.13789 6.38653 -1.78909
C 1.15715 6.21071 -2.26538
C 1.62472 4.93960 -2.55468
C 0.80809 3.83308 -2.35463
C -2.21434 2.58986 2.87948
C -3.55792 2.95182 2.88894
C -4.28442 2.89435 4.07158
C -3.66995 2.47723 5.24189
C -2.32489 2.12117 5.24069
C -1.59752 2.17670 4.06478
C -0.09582 3.99526 1.53955
C -0.58448 5.24467 1.92127
C 0.28206 6.31734 2.03180
C 1.63496 6.14216 1.76135
C 2.12206 4.89945 1.38447
C 1.25833 3.81802 1.27670
H -2.74137 3.87724 0.02360
H -3.13257 2.13881 0.10759
H -2.18558 4.40861 -3.81496
H -4.00208 4.34319 -5.47971
H -5.64956 2.50553 -5.44137
H -5.47671 0.71575 -3.74583
H -3.65192 0.75972 -2.08830
H -1.96811 5.44234 -1.23745
H -0.50825 7.38068 -1.57417
H 1.79508 7.07233 -2.41760
H 2.62680 4.80327 -2.94162
H 1.15930 2.83957 -2.58245
H -4.04919 3.28023 1.98156
H -5.32982 3.17295 4.07573
H -4.23955 2.42787 6.16086
H -1.84573 1.80563 6.15824
H -0.54912 1.89915 4.06032
H -1.63800 5.37719 2.14602
H -0.09126 7.28722 2.33350
H 2.31288 6.98165 1.85018
H 3.17656 4.77024 1.17723
H 1.62399 2.83955 0.98708
C 3.82374 -2.07643 3.13497
Ge 2.08229 -2.46783 2.33491
C 0.91888 -3.10968 3.76520
C 2.28851 -3.87703 0.99861
C 1.38631 -0.74747 1.67443
H 4.26652 -2.97636 3.56489
H 3.71148 -1.33982 3.93286
H 4.52385 -1.67199 2.39939
H 1.41308 -3.91750 4.30844
H -0.02769 -3.49212 3.38257
H 0.70823 -2.30786 4.47621
H 1.93361 -4.81798 1.42380
H 3.33495 -4.01622 0.72281
H 1.71355 -3.67410 0.09532
H 2.22551 -0.05104 1.57723
H 0.75312 -0.37120 2.48529
C 4.27659 -2.05894 -4.21274
C 5.08913 -2.08281 -2.92119
C 4.56485 -3.14256 -1.95785
C 5.15861 -0.69506 -2.29050
N 3.85296 -0.18918 -1.84168
C 3.10315 -0.49709 -0.79784
N 2.02043 0.26160 -0.83109
N 2.12192 1.01033 -1.95448
N 3.21781 0.76049 -2.55262
H 4.27477 -3.04558 -4.67707
H 4.68567 -1.34898 -4.93377
H 3.23659 -1.78663 -4.01403
H 6.12895 -2.32540 -3.16114
H 3.49486 -3.01674 -1.77362
H 5.09486 -3.12274 -1.00085
H 4.69736 -4.13724 -2.38421
H 5.49541 0.03669 -3.02141
H 5.83570 -0.67251 -1.43706
H 3.35059 -1.22023 -0.04013
I 0.37105 -2.13252 -1.89631
F -3.09768 -3.96096 4.82799
C -3.69707 -3.88252 3.62944
F -3.86700 -5.12639 3.17174
F -4.90884 -3.33965 3.81986
C -2.87448 -3.04317 2.68408
C -2.20126 -3.59602 1.61786
C -1.41031 -2.78303 0.82453
N -1.25996 -1.46189 1.02745
C -1.93769 -0.94354 2.07319
C -2.74010 -1.68758 2.91101
H -2.27131 -4.65046 1.39253
H -0.88601 -3.20519 -0.01368
H -1.82089 0.10920 2.22928
H -3.25060 -1.19854 3.73007
*
```

As for the LUMO energy: -0.0858 Eh. The maximum force comes out at 1.195 eV/Å. The energy comes out at -147972.42706 eV. The value obtained for the HOMO energy is -10.05 eV. The energy above the lowest of the compared OMol25 structures with the same formula, charge and spin is 0.981 eV.

***

Number 1: orbital gap 9.4 eV. Number 2: orbital gap 7.4 eV. Number 3: orbital gap 10.4 eV. Number 4: orbital gap 7.7 eV.